Entry from OMol25: 2 unconnected molecules or ions with the total composition C6H14O2 (ωB97M-V/def2-TZVPD).

Results
Total energy (Eh): -387.488616
SMILES string: CC(C)=O.CC(C)O
Energy above the lowest of the compared OMol25 structures with the same formula, charge and spin (kcal/mol): 11.86
Gap between HOMO and LUMO (eV): 10.62

Structure (XYZ):
```
22
C6H14O2 (ωB97M-V/def2-TZVPD)
C 1.30 2.67 2.29
C 1.15 1.42 1.45
C 0.70 0.18 2.18
O 1.39 1.42 0.25
H 1.64 3.52 1.66
H 2.04 2.51 3.09
H 0.33 2.94 2.74
H 1.43 -0.08 2.97
H -0.28 0.35 2.64
H 0.62 -0.67 1.48
C -1.58 -0.26 -1.21
C -0.49 -1.03 -1.95
C -0.95 -2.42 -2.36
O 0.66 -1.23 -1.11
H -1.89 -0.82 -0.32
H -2.45 -0.12 -1.87
H -1.21 0.73 -0.90
H -0.18 -0.46 -2.85
H -1.81 -2.35 -3.05
H -0.13 -2.96 -2.88
H -1.25 -2.99 -1.47
H 0.96 -0.35 -0.80
```

Mulliken atomic charge list, values in e, 5 entries:
1 C -1.19
2 C 0.97
3 C -1.05
4 O -0.59
5 H 0.31

***

Entry from OMol25: a molecular structure, C34H41F6N9O9S2Ti in a non-equilibrium geometry (ωB97M-V/def2-TZVPD).

Results
Multiplicity: 3
Total energy (Eh): -4735.258360
Total charge: -2
Gap between HOMO and LUMO (spin up / spin down) (eV): 5.03 / 6.31
<S²>: 2.05

Structure (XYZ):
```
102
C34H41F6N9O9S2Ti (ωB97M-V/def2-TZVPD)
Ti -0.26 0.43 -1.07
C -2.89 2.43 3.37
N -1.83 2.11 2.44
C -0.53 2.57 2.87
C -2.01 1.17 1.44
N -1.12 0.22 1.20
C -0.42 -0.17 2.36
C -1.19 -0.45 3.50
C -0.63 -0.66 4.75
C 0.74 -0.55 4.90
C 1.52 -0.38 3.77
C 0.98 -0.30 2.48
N 1.83 -0.23 1.39
C 2.86 -0.98 1.28
N 3.11 -2.23 1.87
C 4.39 -2.47 2.50
C 2.07 -3.09 2.38
N 3.92 -0.58 0.49
C 4.54 -1.51 -0.43
C 4.08 0.82 0.18
N -3.19 1.31 0.78
C -3.81 2.60 0.56
C -3.78 0.24 0.02
H -2.63 2.05 4.37
H -3.83 1.98 3.06
H -3.02 3.52 3.44
H -0.24 2.12 3.83
H -0.57 3.66 2.99
H 0.22 2.34 2.12
H -2.27 -0.50 3.38
H -1.27 -0.88 5.60
H 1.20 -0.62 5.88
H 2.60 -0.31 3.88
H 5.12 -1.73 2.18
H 4.76 -3.46 2.25
H 4.29 -2.41 3.60
H 1.11 -2.81 1.99
H 2.02 -3.06 3.48
H 2.29 -4.13 2.08
H 4.13 -2.51 -0.28
H 5.63 -1.54 -0.28
H 4.35 -1.21 -1.46
H 3.22 1.37 0.55
H 4.16 0.97 -0.90
H 5.00 1.22 0.64
H -3.18 3.40 0.94
H -4.79 2.64 1.05
H -3.96 2.76 -0.51
H -3.29 -0.70 0.25
H -3.69 0.44 -1.04
H -4.84 0.17 0.28
O -1.09 6.30 -0.27
C -0.85 5.13 -0.47
C 0.25 4.32 0.13
O 1.12 4.74 0.89
C 0.01 2.97 -0.34
C -1.10 2.91 -1.22
O -1.39 1.72 -1.67
C -1.71 4.20 -1.36
O -2.70 4.58 -1.97
O 0.59 1.85 -0.06
F -3.40 0.47 -3.56
C -2.52 -0.45 -4.00
F -2.89 -0.72 -5.28
F -1.33 0.16 -4.10
S -2.29 -1.96 -2.13
O -1.22 -0.95 -1.67
O -1.68 -3.03 -2.92
N -2.57 -2.62 -0.57
S -3.37 -3.93 -0.52
O -4.30 -4.20 -1.59
O -2.68 -5.08 0.03
C -4.53 -3.51 0.92
F -5.24 -4.58 1.36
F -5.43 -2.57 0.59
F -3.85 -3.04 1.98
C 1.03 -4.90 -3.21
N 1.02 -3.99 -2.10
C 0.34 -4.17 -0.93
C 0.43 -2.99 -0.25
N 1.17 -2.09 -0.98
C 1.49 -2.73 -2.08
H 1.71 -5.75 -3.02
H 1.36 -4.37 -4.10
H 0.02 -5.27 -3.38
H -0.21 -5.07 -0.68
H -0.04 -2.72 0.67
H 2.09 -2.32 -2.88
C 1.34 0.65 -2.49
C 1.54 2.03 -2.95
C 0.96 2.48 -4.15
C 1.04 3.80 -4.56
C 1.73 4.73 -3.80
C 2.36 4.31 -2.64
C 2.28 2.99 -2.23
H 1.09 -0.01 -3.32
H 2.19 0.27 -1.92
H 0.40 1.77 -4.75
H 0.55 4.11 -5.47
H 1.75 5.78 -4.09
H 2.89 5.02 -2.02
H 2.76 2.70 -1.31
```

Mulliken atomic charge list, values in e, 5 entries:
1 Ti 1.96
2 C -1.39
3 N 0.90
4 C -1.07
5 C -0.22

***

Entry from OMol25: a molecular structure, C16H51Ba2F3O15 in a non-equilibrium geometry (ωB97M-V/def2-TZVPD).

Results
Total energy (Eh): -2118.527707
Energy above the lowest of the compared OMol25 structures with the same formula, charge and spin (kcal/mol): 375.25
Gap between HOMO and LUMO (eV): 2.52

Structure (XYZ):
```
87
C16H51Ba2F3O15 (ωB97M-V/def2-TZVPD)
Ba 7.69 15.37 -2.72
Ba 14.44 17.34 -2.65
O 3.60 14.34 -1.03
H 3.00 15.02 -0.67
C 8.13 20.92 -2.15
O 7.03 20.17 -1.42
O 9.01 19.88 -2.59
C 7.54 21.86 -3.24
F 6.69 21.20 -4.01
F 6.99 22.90 -2.77
F 8.50 22.34 -4.04
C 6.20 20.97 -0.55
C 5.21 20.10 0.19
H 4.85 20.54 1.11
H 4.31 19.90 -0.40
H 5.71 19.22 0.59
H 5.57 21.71 -1.04
H 6.77 21.41 0.27
H 8.65 21.58 -1.46
O 13.01 15.34 1.80
C 12.10 15.81 2.77
C 10.53 15.97 2.51
O 9.69 14.91 2.00
H 12.52 16.63 3.37
H 12.04 15.05 3.55
H 10.34 16.88 1.95
H 10.12 16.27 3.47
C 9.60 19.99 -10.36
O 9.99 18.61 -10.27
H 10.32 20.52 -10.99
H 8.57 19.98 -10.74
H 9.50 20.24 -9.31
H 10.51 18.34 -11.03
C 0.93 25.45 3.63
O 1.18 26.71 4.33
H -0.12 25.20 3.82
H 1.14 25.61 2.57
H 1.44 24.57 4.00
H 2.05 26.72 4.73
C 14.49 21.07 -6.97
O 15.10 19.80 -6.75
H 15.16 21.73 -7.53
H 13.57 20.99 -7.55
H 14.41 21.67 -6.07
H 15.47 19.52 -7.59
C 2.18 18.13 -4.86
O 3.22 17.37 -4.39
H 2.33 18.33 -5.92
H 1.20 17.68 -4.71
H 2.22 19.13 -4.44
H 3.03 16.58 -3.89
C 13.02 27.78 -6.49
O 13.52 28.74 -5.59
H 12.24 27.19 -6.01
H 12.75 28.18 -7.47
H 13.90 27.19 -6.73
H 13.85 28.17 -4.89
C 5.65 26.32 -8.50
O 4.76 27.33 -8.15
H 6.15 26.50 -9.45
H 6.43 26.25 -7.74
H 5.16 25.36 -8.61
H 4.37 27.20 -7.28
C 11.27 26.02 0.95
O 11.51 27.38 1.32
H 10.34 25.95 0.37
H 12.11 25.74 0.31
H 11.31 25.35 1.81
H 10.70 27.67 1.76
C 7.54 20.24 7.02
O 7.41 21.51 7.61
H 7.41 20.22 5.94
H 8.56 19.92 7.23
H 6.93 19.48 7.50
H 6.47 21.59 7.79
C 5.76 27.27 1.36
O 6.69 27.06 2.40
H 5.17 26.37 1.18
H 5.13 28.10 1.67
H 6.37 27.58 0.52
H 6.22 26.86 3.22
C 2.01 25.16 -4.08
O 2.24 26.56 -3.98
H 2.54 24.64 -3.29
H 0.99 24.77 -4.17
H 2.53 24.82 -4.98
H 1.61 26.91 -3.36
```

Mulliken atomic charge list, values in e, 5 entries:
1 Ba 1.57
2 Ba 0.72
3 O -0.94
4 H 0.18
5 C -0.15

***

Entry from OMol25: 3 unconnected molecules or ions with the total composition C5H10N2O in a non-equilibrium geometry (ωB97M-V/def2-TZVPD).

Results
Total energy (Eh): -381.127141
SMILES string: N=C=O.C=CC.C=N
Energy above the lowest of the compared OMol25 structures with the same formula, charge and spin (kcal/mol): 99.33
Gap between HOMO and LUMO (eV): 8.94

Structure (XYZ):
```
18
C5H10N2O (ωB97M-V/def2-TZVPD)
N 0.84 1.18 1.61
C 1.90 0.66 1.26
O 2.99 0.24 1.45
H 0.76 2.03 2.15
C -1.79 -1.24 0.72
C -1.25 -0.15 0.17
C -1.69 0.48 -1.11
H -1.51 -1.58 1.70
H -2.50 -1.86 0.18
H -0.55 0.50 0.86
H -0.81 0.70 -1.72
H -2.21 1.42 -0.93
H -2.35 -0.19 -1.68
C 1.54 -0.55 -0.54
N 1.64 0.26 -1.51
H 0.41 -0.54 -0.08
H 2.15 -1.45 -0.42
H 2.44 0.08 -2.12
```

Mulliken atomic charge list, values in e, 5 entries:
1 N -0.55
2 C 0.70
3 O -0.40
4 H 0.21
5 C -0.78

***

Entry from OMol25: a molecular structure, C18H17CdN4S2SeSi (ωB97M-V/def2-TZVPD).

Results
Total energy (Eh): -4570.441762
Total charge: -1
Gap between HOMO and LUMO (eV): 7.24

Structure (XYZ):
```
44
C18H17CdN4S2SeSi (ωB97M-V/def2-TZVPD)
Cd 0.18 1.42 1.07
S 0.24 1.78 -1.40
C -1.42 2.27 -1.65
C -1.83 2.38 -2.98
C -3.12 2.75 -3.35
C -3.47 2.82 -4.73
N -3.74 2.86 -5.85
C -4.05 3.03 -2.34
C -3.66 2.94 -1.01
C -2.37 2.56 -0.62
S -2.08 2.50 1.10
C -5.40 3.41 -2.66
N -6.48 3.71 -2.91
H -1.11 2.16 -3.76
H -4.38 3.16 -0.24
C 2.94 -0.89 0.16
Si 3.53 0.52 1.25
C 3.93 1.98 0.14
C 5.10 -0.02 2.12
Se 2.00 1.08 2.82
H 3.73 -1.17 -0.55
H 2.06 -0.61 -0.42
H 2.69 -1.77 0.75
H 4.69 1.71 -0.60
H 4.30 2.82 0.73
H 3.04 2.33 -0.39
H 5.87 -0.30 1.39
H 4.91 -0.88 2.76
H 5.49 0.78 2.74
N -1.93 -2.37 -0.26
C -1.54 -1.07 -0.14
N -0.67 -0.90 0.81
C -0.47 -2.15 1.37
C 0.36 -2.54 2.42
C 0.37 -3.88 2.76
C -0.43 -4.82 2.08
C -1.25 -4.44 1.04
C -1.26 -3.09 0.70
H -2.59 -2.72 -0.94
H -1.92 -0.29 -0.78
H 0.98 -1.81 2.92
H 1.01 -4.22 3.57
H -0.39 -5.85 2.38
H -1.87 -5.17 0.52
```

Mulliken atomic charge list, values in e, 5 entries:
1 Cd 0.96
2 S -0.63
3 C 0.33
4 C -0.81
5 C 0.42

***

Entry from OMol25: a molecular structure, C63H46N5O4Rh in a non-equilibrium geometry (ωB97M-V/def2-TZVPD).

Results
Total energy (Eh): -3113.563530
Energy above the lowest of the compared OMol25 structures with the same formula, charge and spin (kcal/mol): 8.66
Gap between HOMO and LUMO (spin up / spin down) (eV): 5.11 / 5.10

Structure (XYZ):
```
119
C63H46N5O4Rh (ωB97M-V/def2-TZVPD)
Rh -0.23 -0.39 -0.76
C -7.41 -6.43 1.01
O -7.36 -5.24 0.26
C -6.27 -4.45 0.39
C -5.04 -4.87 0.87
C -3.98 -3.98 0.95
C -4.12 -2.62 0.61
C -5.35 -2.25 0.04
C -6.39 -3.14 -0.07
C -3.02 -1.69 0.74
C -1.77 -2.07 1.32
C -1.65 -2.81 2.53
C -0.35 -2.72 2.92
C 0.33 -1.95 1.93
N -0.57 -1.60 0.94
C 1.65 -1.50 2.04
C 2.29 -0.69 1.08
C 3.69 -0.41 1.08
C 3.93 0.44 0.05
C 2.67 0.69 -0.58
C 2.46 1.65 -1.59
C 3.65 2.42 -2.04
C 4.69 1.83 -2.76
C 5.85 2.52 -3.04
C 6.02 3.82 -2.59
O 7.21 4.41 -2.88
C 7.49 5.66 -2.28
C 4.99 4.44 -1.89
C 3.82 3.74 -1.63
C 1.19 2.09 -1.96
N 0.02 1.65 -1.40
C -0.90 2.62 -1.62
C -2.13 2.74 -0.96
C -2.79 4.08 -1.05
C -3.91 4.33 -1.84
C -4.41 5.61 -1.98
C -3.81 6.68 -1.32
O -4.35 7.90 -1.55
C -3.66 9.02 -1.05
C -2.72 6.44 -0.49
C -2.22 5.15 -0.37
C -2.73 1.73 -0.21
C -4.05 1.76 0.33
C -4.34 0.49 0.72
C -3.17 -0.30 0.47
N -2.20 0.49 -0.04
C -0.36 3.62 -2.49
C 0.94 3.28 -2.72
N 1.69 -0.02 0.06
C 2.38 -1.70 3.32
C 2.78 -0.55 4.00
C 3.46 -0.61 5.20
C 3.76 -1.85 5.76
O 4.48 -2.02 6.90
C 4.92 -0.87 7.59
C 3.33 -3.00 5.12
C 2.65 -2.93 3.92
H -8.35 -6.91 0.73
H -7.41 -6.22 2.08
H -6.58 -7.11 0.77
H -4.88 -5.90 1.17
H -3.02 -4.35 1.27
H -5.46 -1.25 -0.36
H -7.33 -2.83 -0.52
H -2.46 -3.25 3.08
H 0.09 -3.13 3.81
H 4.41 -0.83 1.77
H 4.87 0.85 -0.27
H 4.58 0.80 -3.10
H 6.66 2.06 -3.59
H 8.52 5.89 -2.54
H 7.40 5.61 -1.19
H 6.83 6.45 -2.66
H 5.09 5.45 -1.53
H 3.04 4.22 -1.06
H -4.38 3.51 -2.38
H -5.26 5.81 -2.62
H -4.15 9.90 -1.47
H -2.61 9.02 -1.36
H -3.70 9.08 0.05
H -2.25 7.24 0.06
H -1.36 4.97 0.27
H -4.69 2.62 0.39
H -5.25 0.13 1.18
H -0.89 4.47 -2.88
H 1.66 3.81 -3.32
H 2.55 0.42 3.58
H 3.75 0.31 5.69
H 5.55 -1.22 8.39
H 4.07 -0.31 8.01
H 5.49 -0.20 6.94
H 3.54 -3.96 5.58
H 2.35 -3.84 3.42
C -3.76 -1.54 -3.11
C -3.67 -2.92 -3.06
C -2.58 -3.50 -2.45
C -1.59 -2.70 -1.88
C -1.70 -1.30 -1.87
C -2.80 -0.74 -2.52
C -0.31 -3.25 -1.43
C -0.10 -4.56 -0.95
C 1.16 -4.97 -0.65
C 2.26 -4.13 -0.93
C 3.60 -4.51 -0.76
C 4.62 -3.68 -1.13
C 4.33 -2.44 -1.74
C 3.04 -2.04 -1.91
C 1.97 -2.84 -1.45
N 0.69 -2.39 -1.59
H -4.61 -1.07 -3.61
H -4.42 -3.55 -3.52
H -2.46 -4.58 -2.44
H -2.91 0.34 -2.55
H -0.95 -5.21 -0.80
H 1.34 -5.95 -0.22
H 3.82 -5.49 -0.34
H 5.65 -3.97 -0.98
H 5.14 -1.81 -2.07
H 2.78 -1.11 -2.41
```

Mulliken atomic charge list, values in e, 5 entries:
1 Rh -0.90
2 C -0.82
3 O -0.47
4 C 0.90
5 C -1.39

***

Entry from OMol25: a molecular structure, C8H11Cl2MgNO4S in a non-equilibrium geometry (ωB97M-V/def2-TZVPD).

Results
Total energy (Eh): -2184.814323
Total charge: +2
Gap between HOMO and LUMO (eV): 3.26

Structure (XYZ):
```
28
C8H11Cl2MgNO4S (ωB97M-V/def2-TZVPD)
C 0.58 -2.90 0.02
C -0.08 -2.05 -1.22
Cl -1.87 -2.49 -1.30
C 0.28 -0.46 -1.24
Cl 0.48 0.02 -3.04
C -0.69 0.53 -0.38
N -2.07 0.76 -0.94
C -2.14 1.85 -1.77
O -2.24 3.06 -2.38
C -0.94 -0.09 1.16
C 0.41 -0.11 2.08
C 1.06 1.40 2.36
O 1.58 1.86 1.06
S 0.27 2.15 -0.04
O 0.91 2.75 -1.31
O -0.63 3.21 0.71
H 0.48 -4.06 -0.22
H -0.08 -2.74 1.00
H 1.67 -2.59 0.30
H 0.41 -2.51 -2.21
H 1.37 -0.35 -0.77
H -1.68 0.70 1.67
H -1.52 -1.11 1.15
H 0.20 -0.63 3.14
H 1.31 -0.74 1.62
H 0.33 2.14 2.89
H 1.97 1.22 3.09
Mg 0.63 1.18 -5.42
```

Mulliken atomic charge list, values in e, 5 entries:
1 C -0.96
2 C -0.11
3 Cl -0.06
4 C -0.02
5 Cl -0.06

***

Entry from OMol25: a molecular structure, C22H26AuClOSiZr in a non-equilibrium geometry (ωB97M-V/def2-TZVPD).

Results
Multiplicity: 3
Total energy (Eh): -1861.373606
Energy above the lowest of the compared OMol25 structures with the same formula, charge and spin (kcal/mol): 72.55
Gap between HOMO and LUMO (spin up / spin down) (eV): 6.47 / 5.48
<S²>: 2.02

Structure (XYZ):
```
53
C22H26AuClOSiZr (ωB97M-V/def2-TZVPD)
Au -1.07 0.84 -2.28
Cl -0.89 2.54 -4.22
C -2.64 -0.87 -2.08
H -2.51 -1.55 -1.26
H -2.71 -1.53 -3.00
H -3.61 -0.32 -1.93
Zr 0.38 -0.84 -4.92
C 2.41 0.10 -5.38
C -1.20 -0.75 -6.52
C 0.63 -2.93 -4.52
H -1.76 -1.69 -6.55
H -1.86 0.04 -6.18
H -0.88 -0.53 -7.55
H 3.23 -0.50 -4.98
H 2.64 0.31 -6.43
H 2.38 1.04 -4.84
H -0.34 -3.44 -4.44
H 1.17 -3.00 -3.58
O -0.34 1.05 -0.16
Si -0.02 0.46 1.28
C -1.23 -0.80 1.96
C -2.57 -0.40 2.00
C -3.54 -1.25 2.55
C -3.18 -2.50 3.06
C -1.84 -2.90 3.02
C -0.87 -2.05 2.46
C 1.69 -0.26 1.62
C 2.18 -0.34 2.93
C 3.48 -0.82 3.16
C 4.28 -1.22 2.10
C 3.79 -1.14 0.79
C 2.50 -0.65 0.55
C -0.08 2.08 2.30
C -0.95 2.44 3.32
C -1.07 3.80 3.68
C -0.26 4.78 3.08
C 0.63 4.40 2.08
C 0.70 3.07 1.68
H -2.87 0.57 1.60
H -4.58 -0.92 2.59
H -3.93 -3.16 3.49
H -1.55 -3.86 3.42
H 0.18 -2.37 2.43
H 1.56 -0.01 3.77
H 3.85 -0.88 4.18
H 5.29 -1.60 2.28
H 4.42 -1.43 -0.04
H 2.12 -0.57 -0.47
H -1.57 1.69 3.80
H -1.81 4.10 4.40
H -0.34 5.82 3.37
H 1.25 5.14 1.58
H 1.32 2.81 0.80
```

Mulliken atomic charge list, values in e, 5 entries:
1 Au 0.67
2 Cl -0.52
3 C -1.08
4 H 0.32
5 H 0.32